{"formula": "C5H7NO", "method": "ωB97M-V/def2-TZVPD", "charge": 0, "orbital_gap_ev": 9.44, "smiles": "O/C=C1\\[C@H]2CCN12", "mol_weight_g_mol": 97.117, "total_energy_ev": -8832.72004, "lumo_ev": 0.9, "elements": ["O", "C", "C", "C", "C", "C", "N", "H", "H", "H", "H", "H", "H", "H"], "xyz": [[2.143257, 1.884503, -0.083653], [0.834496, 1.771612, 0.290951], [0.040926, 0.835292, -0.191292], [-0.173081, -0.382148, -0.944328], [-0.163308, -1.591592, -0.013385], [-1.186176, -0.813201, 0.845991], [-1.267756, 0.317705, -0.142904], [2.203433, 1.427819, -0.932656], [0.522527, 2.551578, 0.979332], [-0.221574, -0.436474, -2.030292], [0.798290, -1.853836, 0.438105], [-0.603602, -2.480889, -0.470696], [-0.842797, -0.484511, 1.831473], [-2.159330, -1.298100, 0.929394]], "atomic_forces_ev_per_a": [[0.10, 0.09, -0.36], [-0.42, -0.05, -0.04], [0.19, 0.14, 0.12], [0.16, -0.10, -0.34], [0.04, -0.09, 0.01], [-0.16, -0.17, 0.29], [-0.18, 0.21, 0.15], [0.36, -0.02, 0.13], [-0.04, -0.24, -0.03], [0.04, 0.10, 0.18], [-0.17, 0.05, -0.07], [0.08, 0.14, 0.05], [-0.11, -0.04, -0.13], [0.13, 0.00, 0.04]]}



{"formula": "C31H57BrF10NO21PS2", "method": "ωB97M-V/def2-TZVPD", "charge": 0, "orbital_gap_ev": 9.34, "smiles": "CC[C@@H](C)[C@@]1(CCCCC(F)(F)C(F)(F)S(F)(F)(F)(F)F)[C@H](Br)[C@@H](P(=N)(O)O)[C@](F)(CCO)OS1(=O)=O.COC(=O)OC.COC(=O)OC.COC(=O)OC.COC(=O)OC.COC(=O)OC", "mol_weight_g_mol": 1144.775, "total_energy_ev": -205735.90394, "lumo_ev": 0.0, "elements": ["C", "C", "C", "C", "C", "C", "C", "C", "C", "C", "F", "F", "C", "F", "F", "S", "F", "F", "F", "F", "F", "C", "Br", "C", "P", "N", "O", "O", "C", "F", "C", "C", "O", "O", "S", "O", "O", "H", "H", "H", "H", "H", "H", "H", "H", "H", "H", "H", "H", "H", "H", "H", "H", "H", "H", "H", "H", "H", "H", "H", "H", "H", "H", "H", "C", "O", "C", "O", "O", "C", "H", "H", "H", "H", "H", "H", "C", "O", "C", "O", "O", "C", "H", "H", "H", "H", "H", "H", "C", "O", "C", "O", "O", "C", "H", "H", "H", "H", "H", "H", "C", "O", "C", "O", "O", "C", "H", "H", "H", "H", "H", "H", "C", "O", "C", "O", "O", "C", "H", "H", "H", "H", "H", "H"], "xyz": [[-1.174334, -3.172954, 2.797966], [-1.619661, -1.713083, 2.950748], [-0.520116, -0.639375, 2.764809], [0.869727, -1.125496, 3.209016], [-0.556897, 0.048566, 1.354114], [-1.889250, 0.860772, 1.231071], [-2.979028, 0.440477, 0.237528], [-4.219730, 1.349348, 0.400566], [-5.542356, 0.636717, 0.101949], [-6.145801, 0.909581, -1.260686], [-6.194951, 2.242312, -1.501830], [-7.417668, 0.437773, -1.274031], [-5.334692, 0.258703, -2.426839], [-4.243471, 1.019987, -2.622957], [-4.918447, -0.958696, -2.049931], [-6.222474, 0.050434, -4.117469], [-7.176222, 1.272761, -3.784689], [-5.221492, 1.032842, -4.854393], [-5.273736, -1.170781, -4.480233], [-7.232579, -0.956317, -3.410243], [-6.997083, -0.165787, -5.474981], [0.659674, 1.005039, 1.172799], [0.659417, 2.303363, 2.609725], [0.692749, 1.711703, -0.195220], [2.236501, 2.746645, -0.241224], [3.422298, 2.142524, 0.534001], [1.835211, 4.221047, 0.261277], [2.493777, 2.916886, -1.815905], [0.611813, 0.769038, -1.409742], [1.843464, 0.183073, -1.580715], [0.178775, 1.486775, -2.694340], [0.771887, 0.877653, -3.958464], [-0.151836, 1.073653, -5.038325], [-0.358691, -0.262703, -1.253110], [-0.338384, -1.179511, 0.062930], [0.974533, -1.744692, 0.200200], [-1.476757, -2.034218, -0.067326], [-0.791159, -3.568689, 3.739550], [-2.003582, -3.793779, 2.459566], [-0.380776, -3.281087, 2.057435], [-2.060128, -1.573327, 3.940739], [-2.422874, -1.524039, 2.236584], [-0.784828, 0.183068, 3.429631], [1.472054, -1.519709, 2.395195], [1.432151, -0.301857, 3.653733], [0.781536, -1.893586, 3.975430], [-2.344721, 0.879199, 2.223313], [-1.648551, 1.900639, 1.004328], [-3.270617, -0.597577, 0.373145], [-2.606721, 0.578945, -0.777693], [-4.102998, 2.226332, -0.236985], [-4.256592, 1.706376, 1.432284], [-6.316757, 0.994025, 0.786824], [-5.468734, -0.438971, 0.257330], [1.584306, 0.438398, 1.268599], [-0.159095, 2.394425, -0.272795], [3.784240, 2.748590, 1.262158], [1.101647, 4.627493, -0.216361], [3.235301, 3.525335, -1.941838], [-0.906274, 1.376383, -2.760653], [0.373808, 2.552281, -2.625839], [0.951478, -0.187037, -3.808257], [1.710849, 1.368327, -4.215533], [-0.330327, 0.216981, -5.433251], [7.931862, 1.985741, 2.318164], [7.751674, 2.572397, 3.614664], [6.844895, 3.542701, 3.650023], [6.208275, 3.946328, 2.711422], [6.754176, 3.992374, 4.901845], [5.801245, 5.043762, 5.078801], [8.687731, 1.216265, 2.441462], [7.003229, 1.540084, 1.967323], [8.274044, 2.732664, 1.605164], [4.802023, 4.703991, 4.812787], [6.065887, 5.907833, 4.472463], [5.841324, 5.299943, 6.133037], [-6.779085, -3.213363, -1.557589], [-7.200750, -3.534709, -0.224229], [-6.790997, -4.724616, 0.207834], [-6.131155, -5.514037, -0.415158], [-7.238165, -4.895451, 1.452574], [-6.866104, -6.145685, 2.040705], [-7.189529, -2.236821, -1.757837], [-5.691430, -3.195196, -1.614374], [-7.170220, -3.940006, -2.267318], [-5.783115, -6.234413, 2.099018], [-7.269291, -6.975517, 1.463812], [-7.296150, -6.138783, 3.037519], [9.613888, -2.471610, -1.476166], [9.945681, -1.554748, -0.427577], [10.889435, -1.990462, 0.403876], [11.457538, -3.048441, 0.337064], [11.095938, -1.051628, 1.327112], [12.091509, -1.388417, 2.298742], [8.841665, -1.980005, -2.059243], [10.484394, -2.672741, -2.097162], [9.235499, -3.404040, -1.062599], [13.056178, -1.544288, 1.820277], [11.804146, -2.283183, 2.846999], [12.141218, -0.537853, 2.971603], [-3.425506, -3.147153, 7.625875], [-3.335764, -1.873422, 8.273739], [-2.881997, -0.894440, 7.496983], [-2.559702, -1.003168, 6.341510], [-2.844303, 0.228683, 8.214025], [-2.369637, 1.364366, 7.484230], [-3.805563, -3.830422, 8.378609], [-4.110412, -3.099108, 6.781731], [-2.444884, -3.472134, 7.284274], [-3.017932, 1.567129, 6.633952], [-1.352812, 1.193089, 7.136191], [-2.388903, 2.202429, 8.173547], [-0.176943, 2.861007, -7.871607], [-0.530432, 2.769866, -9.258171], [0.218571, 1.923871, -9.958098], [1.126248, 1.259475, -9.528927], [-0.206346, 1.933028, -11.221794], [0.518157, 1.058315, -12.091344], [-0.868611, 3.575402, -7.435971], [-0.282625, 1.901852, -7.376357], [0.844842, 3.219643, -7.762474], [0.429838, 0.026361, -11.757618], [1.568415, 1.340297, -12.130619], [0.062027, 1.175757, -13.069427]], "atomic_forces_ev_per_a": [[0.18, 0.13, -0.11], [-0.19, 0.00, -0.11], [0.19, -0.33, 0.00], [0.12, 0.30, 0.11], [-0.19, 0.64, 0.32], [-0.23, -0.28, -0.20], [-0.21, 0.53, -0.03], [0.43, -0.36, 0.08], [-0.25, 0.37, 0.18], [0.07, -0.26, -0.11], [-0.10, 0.00, 0.02], [0.03, 0.02, 0.07], [0.36, 0.17, -0.16], [-0.10, -0.14, -0.02], [-0.14, 0.21, -0.07], [0.16, 0.02, 0.23], [0.01, -0.08, -0.14], [-0.17, -0.06, 0.04], [-0.02, 0.09, -0.08], [-0.06, 0.15, -0.35], [0.13, 0.05, 0.19], [-0.07, -0.75, -0.47], [0.00, 0.28, 0.13], [0.08, 0.30, 0.00], [0.91, -0.36, 0.52], [-0.49, 0.42, -0.13], [-0.25, -0.01, -0.16], [-0.37, 0.25, -0.06], [0.10, 0.37, -0.31], [-0.09, -0.06, 0.03], [-0.43, -0.12, 0.18], [-0.25, 0.06, -0.16], [0.14, -0.03, 0.13], [0.08, 0.01, 0.13], [0.40, -0.76, 0.22], [-0.59, 0.17, -0.11], [0.36, 0.33, -0.14], [-0.06, -0.04, -0.02], [-0.01, -0.02, 0.12], [-0.04, -0.03, -0.01], [0.08, -0.03, -0.04], [-0.03, 0.03, 0.04], [-0.02, 0.00, -0.04], [-0.08, -0.18, 0.03], [0.00, -0.01, -0.04], [-0.06, 0.00, -0.01], [0.09, -0.04, 0.01], [0.06, 0.01, 0.10], [0.11, -0.03, -0.04], [-0.01, -0.40, -0.02], [-0.12, 0.10, 0.11], [-0.06, 0.01, -0.03], [0.02, 0.00, -0.06], [-0.01, -0.01, -0.07], [0.02, 0.15, 0.18], [0.01, -0.03, -0.03], [0.19, -0.20, 0.06], [0.03, 0.04, 0.00], [0.13, -0.17, -0.09], [0.04, -0.04, 0.03], [0.16, -0.02, -0.07], [0.09, 0.03, 0.01], [0.08, -0.12, 0.07], [-0.03, 0.02, -0.04], [0.07, -0.14, -0.06], [0.02, 0.00, 0.00], [0.00, -0.08, 0.01], [-0.09, 0.07, -0.04], [0.02, 0.01, 0.00], [-0.02, 0.04, 0.08], [0.01, 0.02, 0.05], [-0.03, 0.06, -0.01], [-0.04, 0.03, 0.00], [0.00, 0.00, -0.04], [-0.01, -0.01, -0.03], [0.02, -0.02, 0.00], [0.03, -0.19, 0.12], [0.01, -0.02, 0.03], [-0.01, 0.00, -0.01], [0.01, -0.02, -0.01], [0.00, 0.00, 0.03], [-0.03, -0.01, 0.08], [-0.05, -0.01, 0.12], [-0.08, -0.06, -0.02], [0.01, -0.03, 0.01], [0.01, -0.01, -0.04], [0.03, 0.00, -0.03], [-0.01, 0.02, 0.00], [-0.06, 0.02, -0.06], [0.00, 0.01, -0.01], [-0.03, 0.01, 0.01], [0.02, -0.03, -0.01], [0.00, 0.04, 0.03], [0.02, 0.06, 0.07], [0.00, 0.02, 0.01], [0.02, -0.03, 0.02], [0.03, -0.02, 0.01], [-0.01, -0.04, -0.01], [0.01, -0.03, -0.03], [-0.01, 0.01, -0.01], [-0.03, -0.08, 0.04], [0.00, 0.01, 0.00], [-0.02, 0.04, 0.12], [0.02, 0.01, -0.06], [0.01, -0.03, -0.06], [0.04, 0.10, -0.03], [0.00, 0.02, 0.01], [0.02, 0.02, -0.03], [0.00, 0.02, -0.03], [0.02, -0.02, -0.03], [-0.01, -0.01, -0.04], [-0.04, -0.06, 0.07], [-0.05, 0.10, 0.06], [-0.01, 0.03, 0.01], [-0.01, -0.01, -0.01], [0.02, -0.01, 0.02], [-0.01, 0.01, -0.01], [-0.02, -0.01, -0.09], [-0.03, 0.00, -0.05], [0.05, -0.03, -0.01], [0.03, -0.06, -0.01], [0.03, 0.00, 0.03], [0.01, -0.02, 0.03], [-0.01, 0.01, 0.01]]}